1.
{
  "formula": "C4H2N2O",
  "method": "the ωB97M-V functional and the def2-TZVPD basis",
  "species": ["C", "C", "C", "C", "N", "N", "O", "H", "H"],
  "coordinates": [[-0.128432, -0.840649, 0.012691], [-0.549787, 0.498186, 0.012373], [-2.339234, -1.121163, -0.082055], [-3.024714, 0.107460, 0.026320], [-1.217425, -1.619056, 0.021251], [-1.803797, 0.764490, 0.042391], [-4.143125, 0.450327, 0.020128], [0.927964, -1.095667, 0.072921], [0.199248, 1.372450, 0.000910]],
  "forces_ev_per_angstrom": [[0.4, 1.3, 0.1], [2.2, 0.5, 0.1], [2.3, -1.5, 0.6], [1.7, -0.3, -0.2], [-0.9, -0.7, -0.5], [-2.0, 1.8, -0.4], [-1.8, 1.0, 0.2], [-0.6, -0.6, -0.1], [-1.3, -1.5, 0.1]],
  "lowdin_charge": [-0.11, -0.15, 0.12, -0.53, 0.11, 0.17, 0.13, 0.11, 0.15],
  "molar_mass_g_mol": 94.07,
  "e_homo_ha": -0.346,
  "gap_ha": 0.3236,
  "fmax_ha_per_bohr": 0.0542,
  "energy_ha": -338.25777
}

=====

2.
{
  "formula": "C35H32Br4CuN3O2S",
  "method": "the ωB97M-V functional and the def2-TZVPD basis",
  "species": ["Cu", "Br", "C", "C", "Br", "C", "Br", "C", "O", "C", "O", "C", "Br", "C", "C", "C", "C", "C", "C", "C", "N", "C", "C", "C", "C", "C", "C", "C", "N", "C", "C", "C", "C", "H", "H", "H", "H", "H", "H", "H", "H", "H", "H", "H", "H", "H", "H", "H", "H", "H", "H", "H", "H", "H", "H", "H", "H", "S", "C", "C", "N", "C", "H", "H", "H", "C", "C", "C", "C", "C", "C", "C", "C", "H", "H", "H", "H", "H"],
  "coordinates": [[-1.537913, -0.604005, 1.033698], [-2.964179, -1.623659, 7.625883], [-2.670462, -0.524119, 6.127751], [-3.356326, 0.712451, 5.876274], [-4.644654, 1.359352, 7.188641], [-3.038008, 1.417719, 4.716756], [-4.039421, 2.861406, 4.157871], [-1.782044, 1.047645, 3.986468], [-1.090245, 1.849969, 3.336945], [-1.511822, -0.458447, 3.968475], [-1.112072, -1.093934, 2.961616], [-1.638810, -0.894038, 5.319017], [-0.386004, -2.159168, 5.965286], [1.105062, -4.820060, -4.161906], [1.892466, -4.446964, -2.833327], [2.225013, -5.669634, -1.970328], [3.204327, -3.721306, -3.233618], [0.991986, -3.503959, -1.981301], [-0.102851, -4.084623, -1.288185], [-0.913922, -3.277092, -0.509691], [-0.685257, -1.955704, -0.325421], [0.385737, -1.415440, -0.898654], [1.172596, -2.161351, -1.775783], [0.676163, -0.032260, -0.606139], [1.531833, 0.734535, -1.471807], [2.028959, 1.940816, -1.003625], [1.492383, 2.411139, 0.236711], [0.548000, 1.691462, 0.904689], [0.070267, 0.556604, 0.400035], [3.028474, 2.763613, -1.805742], [4.415452, 2.316671, -1.222612], [2.944549, 2.439331, -3.340468], [2.902885, 4.291200, -1.557602], [1.743482, -5.196027, -4.947530], [0.587198, -3.902288, -4.427559], [0.348784, -5.589701, -3.984842], [3.308296, -5.895109, -2.074944], [1.679618, -6.518026, -2.270600], [1.942366, -5.483485, -0.951623], [3.835593, -4.412564, -3.875867], [3.877459, -3.351185, -2.459742], [2.928935, -2.866043, -3.860353], [-0.307928, -5.126594, -1.340522], [-1.831011, -3.645150, 0.011357], [2.003213, -1.689338, -2.300686], [1.754382, 0.284596, -2.465262], [1.913743, 3.328225, 0.692203], [0.101563, 2.123049, 1.804715], [4.442685, 1.266670, -0.984904], [4.657383, 2.772292, -0.301379], [5.256265, 2.428715, -1.932817], [3.207066, 1.357364, -3.509490], [3.742942, 3.108931, -3.794255], [1.956815, 2.552104, -3.755807], [3.077544, 4.410174, -0.500598], [1.949904, 4.727499, -1.824851], [3.611530, 4.729375, -2.230836], [3.369666, 2.752706, 5.959697], [3.201390, 1.274805, 5.146432], [2.537592, 1.379782, 3.948957], [2.325336, 2.670380, 3.591529], [2.583322, 3.487321, 4.566298], [3.398673, 0.323291, 5.577742], [2.257603, 0.586631, 3.280525], [2.444737, 4.613292, 4.429163], [-3.244354, -0.159547, 0.603096], [-4.264588, 0.329395, 0.094876], [-5.194934, 0.890821, -0.752134], [-5.335687, 2.285274, -0.915698], [-6.182263, 2.881528, -1.817097], [-7.021490, 2.073387, -2.625173], [-6.913157, 0.695327, -2.496573], [-6.129942, 0.121375, -1.487956], [-4.756482, 2.947107, -0.263122], [-6.335245, 3.933375, -1.838499], [-7.791504, 2.506775, -3.256848], [-7.615891, 0.009082, -2.986306], [-6.262769, -0.963742, -1.292625]],
  "forces_ev_per_angstrom": [[0.4, -0.1, 0.3], [-0.7, 0.5, 0.5], [0.0, 1.1, 0.6], [-0.4, -0.1, -0.4], [0.6, -0.4, -1.0], [1.0, -1.1, 1.4], [0.0, 0.7, -0.2], [-0.9, 0.0, -1.5], [-1.0, -0.7, 0.9], [0.4, 1.6, -0.5], [0.3, 0.4, 1.9], [0.4, -1.6, -0.4], [0.4, -0.5, -0.6], [0.1, 0.4, 1.6], [0.0, 0.8, -0.1], [1.3, 0.6, -0.4], [0.1, -0.6, -1.5], [-0.9, -1.4, 0.4], [0.2, 1.2, 0.0], [-0.7, 0.5, 0.3], [0.6, -0.9, 0.4], [-0.9, -1.3, -0.8], [1.2, 0.3, -0.7], [1.0, 2.6, -1.8], [-0.2, -1.3, 0.5], [-1.4, 0.6, 0.1], [2.1, 0.4, -0.8], [-0.7, 1.1, -0.2], [0.2, -1.4, 1.5], [0.1, -0.5, 0.0], [0.1, -0.5, -1.8], [1.9, -0.4, 1.0], [-0.4, -1.5, -0.4], [0.4, 0.1, -0.2], [0.0, -0.1, -0.6], [0.0, 0.1, 0.2], [-0.7, 0.0, 0.4], [-0.7, -1.2, -0.5], [0.4, 0.0, 0.6], [-0.8, 0.7, 0.6], [-0.4, -0.2, 0.4], [0.2, 0.0, -0.1], [-0.2, -0.7, -0.1], [1.0, 0.2, -0.5], [-0.2, 0.0, 0.4], [0.1, 0.7, 1.0], [-0.5, -0.7, -0.3], [0.0, -0.6, -0.3], [-0.4, -0.6, -0.1], [0.2, 1.0, 1.0], [-0.4, 0.5, 0.2], [0.1, 1.1, 0.0], [-1.2, -0.9, 0.0], [-0.3, 0.5, -0.1], [0.4, 0.8, 0.1], [-0.5, -0.2, 0.0], [0.8, 0.7, 0.2], [-0.7, 0.4, -1.0], [-0.9, -1.1, -0.7], [1.4, 0.6, 0.9], [-1.0, 1.0, 0.3], [0.5, 1.6, -0.6], [0.4, -0.4, 0.6], [0.0, -0.2, 0.0], [0.3, -1.8, 0.5], [-2.5, 1.1, -0.8], [2.3, -1.3, 1.5], [-2.3, 0.6, -1.3], [0.9, 0.7, 0.6], [-1.4, -1.5, -0.7], [0.7, 0.3, 0.3], [-0.8, -0.5, 1.1], [0.3, -0.4, -0.4], [0.0, -0.4, -0.2], [0.2, 0.8, 0.0], [0.3, 0.0, -0.1], [0.3, 0.5, -0.1], [0.5, 0.8, -0.2]],
  "lowdin_spin": [0.01, 0.03, 0.14, 0.07, 0.01, 0.11, 0.02, 0.09, 0.20, 0.10, 0.17, 0.05, 0.01, 0.00, 0.00, 0.00, 0.00, 0.00, 0.00, 0.00, 0.00, 0.00, 0.00, 0.00, 0.00, 0.00, 0.00, 0.00, 0.00, 0.00, 0.00, 0.00, 0.00, 0.00, 0.00, 0.00, 0.00, 0.00, 0.00, 0.00, 0.00, 0.00, 0.00, 0.00, 0.00, 0.00, 0.00, 0.00, 0.00, 0.00, 0.00, 0.00, 0.00, 0.00, 0.00, 0.00, 0.00, 0.00, 0.00, 0.00, 0.00, 0.00, 0.00, 0.00, 0.00, 0.00, 0.00, 0.00, 0.00, 0.00, 0.00, 0.00, 0.00, 0.00, 0.00, 0.00, 0.00, 0.00],
  "molar_mass_g_mol": 941.89,
  "s_squared": 0.769,
  "e_homo_ha": [-0.145, -0.150],
  "gap_ha": [0.2163, 0.2194],
  "fmax_ha_per_bohr": 0.0640,
  "energy_ha": -14002.29540,
  "multiplicity": 2,
  "charge": -1
}